13
Properties=species:S:1:pos:R:3:forces:R:3 method="wB97M-V/def2-TZVPD" e_above_lowest_kj_mol=594.32 total_energy_ev=-11646.385 homo_energy_ev=-8.0 gap_ev=8.254
C 0.62381 0.33398 2.65152 2.7 3.3 2.3
C -0.23998 -0.06847 -0.56269 1.7 -0.7 1.4
H -0.10646 -0.32560 3.27965 1.4 1.2 -1.3
H 0.82835 1.47472 3.04674 -0.8 -3.0 0.6
H 1.74452 -0.03191 2.56741 -2.5 0.0 0.2
H -0.46193 -0.79443 -3.76392 -0.2 2.7 4.9
H -0.63355 -1.83983 -1.54277 0.0 -0.3 0.6
N 0.35582 -0.21309 0.54849 -0.2 -1.5 -0.6
N -0.80153 1.01982 -1.09660 -1.9 3.9 0.4
N -0.94851 0.91556 -2.35137 0.5 -1.0 0.7
N -0.49206 -0.26709 -2.63498 0.1 -3.2 -7.8
N -0.05649 -1.00999 -1.56225 -0.1 -0.9 -1.0
O 0.18801 0.80633 1.42077 -0.8 -0.3 -0.3

***

14
Properties=species:S:1:pos:R:3:forces:R:3 method="wB97M-V/def2-TZVPD" e_above_lowest_kj_mol=131.67 total_energy_ev=-13132.739 smiles="NC(=[NH2+])C1(O)N=NN=N1" homo_energy_ev=-14.1 gap_ev=9.279 charge=+1
C -0.24267 -0.02448 -0.02844 1.2 0.9 -1.8
C 0.55480 -0.03284 -1.38428 -1.4 -3.5 -1.4
N -0.58598 -0.02611 -2.52313 0.9 4.6 2.7
N 0.94314 -1.56841 -1.66530 1.8 1.1 1.9
N -0.61391 -1.03991 -3.07576 -2.2 -2.1 -3.6
N 0.39290 -2.02461 -2.61394 0.8 -1.0 0.6
N -0.02311 -0.94806 0.81797 -0.1 -1.8 2.5
N -1.06105 0.94223 0.12477 0.6 2.2 -3.7
O 1.56502 0.80341 -1.36680 1.0 1.6 0.2
H 0.78813 -1.48493 0.57426 0.1 -1.0 0.4
H -0.50995 -1.08782 1.75582 1.0 0.4 -1.9
H -1.01554 1.68312 -0.59106 -0.4 -0.6 0.5
H -1.59667 1.16544 0.87507 -1.8 0.3 2.9
H 2.18713 1.04374 -2.11486 -1.5 -1.1 0.6

***

9
Properties=species:S:1:pos:R:3:forces:R:3 method="wB97M-V/def2-TZVPD" e_above_lowest_kj_mol=58.45 total_energy_ev=-5692.624 smiles="N=C=O.C" homo_energy_ev=-11.2 gap_ev=11.939
C 1.44567 0.62746 0.15544 0.0 0.0 0.0
N -1.42615 -1.41767 0.03819 -0.1 0.5 -0.2
C -1.77711 -0.31422 -0.33328 -0.1 0.3 -0.1
O -1.97881 0.78191 -0.68841 0.1 -0.8 0.3
H 0.63803 1.34142 -0.02653 0.1 -0.1 0.0
H 1.88608 0.81962 1.13668 -0.1 0.0 -0.1
H 2.20981 0.74210 -0.61698 -0.1 0.0 0.1
H 1.05041 -0.39107 0.12847 0.1 0.2 0.0
H -2.04792 -2.18955 0.20642 0.0 0.0 0.0

***

9
Properties=species:S:1:pos:R:3:forces:R:3 method="wB97M-V/def2-TZVPD" e_above_lowest_kj_mol=352.80 total_energy_ev=-5689.573 smiles="[H]/N=C1/CO1.[H][H]" homo_energy_ev=-10.7 gap_ev=11.629
C 0.66187 -0.78242 0.25277 0.0 -0.3 0.3
C -0.56097 -0.06514 0.41041 0.1 0.3 -0.3
O -0.46041 -1.10433 1.23908 0.2 0.0 -0.1
N -1.24279 0.90297 0.01595 -0.2 -0.2 0.3
H 1.58052 -0.41621 0.70838 -0.3 -0.1 0.1
H 1.01991 0.82234 -1.36550 0.1 0.3 -0.4
H 0.78449 -1.50466 -0.55273 -0.2 0.0 0.3
H -2.13403 1.02440 0.48111 -0.1 -0.1 0.2
H 0.36900 1.16778 -1.24454 0.4 0.2 -0.4

***

9
Properties=species:S:1:pos:R:3:forces:R:3 method="wB97M-V/def2-TZVPD" e_above_lowest_kj_mol=363.21 total_energy_ev=-5689.465 smiles="C=[N+](C)[O-]" homo_energy_ev="-8.7 / -8.7" gap_ev="9.393 / 9.392"
C 0.65587 0.26230 -1.09648 3.1 2.0 1.1
C -0.78491 -0.30506 0.71570 -1.4 -1.3 -1.2
N 0.39330 0.35655 0.17371 1.9 -0.8 -0.7
O 1.34005 0.70799 0.96105 -1.1 0.3 0.6
H 1.66828 0.61414 -1.41975 -1.0 -0.2 0.8
H 0.13214 -0.11388 -1.87523 -2.6 -1.2 -1.5
H -1.67966 -0.10937 0.08540 0.9 -0.5 -0.2
H -0.55295 -1.38993 0.80457 -0.2 0.8 -0.3
H -1.17211 -0.02273 1.65103 0.7 1.1 1.5

***

9
Properties=species:S:1:pos:R:3:forces:R:3 method="wB97M-V/def2-TZVPD" e_above_lowest_kj_mol=362.12 total_energy_ev=-5689.476 smiles="C=[N+](C)[O-]" homo_energy_ev=-8.9 gap_ev=9.822
C -0.25351 1.21951 -0.01055 -1.4 3.3 0.7
C 0.46603 -0.93395 -0.02453 3.2 -0.4 1.3
N -0.64458 -0.01494 0.02594 1.8 0.9 -1.4
O -1.75324 -0.51727 -0.04538 -2.5 -0.3 0.2
H -0.99432 2.12198 -0.00065 1.2 -2.2 0.0
H 0.81388 1.46720 0.12740 -0.8 -0.5 -0.3
H 0.96416 -0.73296 1.01156 -0.4 -1.2 -1.9
H 1.17933 -0.62676 -0.83147 -0.6 -0.1 0.8
H 0.22227 -1.98282 -0.25231 -0.5 0.7 0.7